1.
31
Properties=species:S:1:pos:R:3 method="wB97M-V/def2-TZVPD" molar_mass_g_mol=224.20 homo_lumo_gap_ha=0.2938 energy_ev=-27990.5170 de_lowest_ev=4.404 spin_multiplicity=1
N -2.34 2.87 0.81
H 0.25 -1.91 -2.14
H -1.63 3.06 0.15
H 0.15 1.83 0.75
O -2.21 -1.00 -2.17
H 2.99 -0.08 -2.71
C 0.17 1.01 2.93
H -0.29 1.46 3.75
C 3.52 -0.33 -1.84
H 2.21 -2.70 0.77
H -0.10 -0.01 2.78
H -3.72 0.17 -2.88
P 1.33 -0.33 -0.56
N -1.59 2.25 1.67
H 1.24 -2.29 2.26
O 1.46 1.16 -0.51
H 3.93 0.43 -1.33
C -1.20 -0.55 -1.50
H -2.18 2.29 2.48
C -0.34 1.84 1.70
H -1.48 0.27 -0.69
H 1.22 1.10 3.06
C 0.01 -1.09 -1.47
H 0.28 -2.79 0.78
C 1.25 -2.35 1.18
H 4.43 -0.98 -2.20
H -3.46 0.35 -1.18
H -4.22 -1.24 -1.92
C -3.55 -0.43 -2.00
O 1.10 -0.98 0.91
O 2.76 -1.02 -0.90



2.
29
Properties=species:S:1:pos:R:3 method="wB97M-V/def2-TZVPD" molar_mass_g_mol=228.24 homo_lumo_gap_ha="0.2816 / 0.2678" s2=0.76 energy_ev=-49078.4318 total_charge=+1 spin_multiplicity=2
H 2.81 -0.96 2.84
H 1.52 3.34 1.22
H 2.08 -2.03 1.63
H 0.48 -1.79 3.43
C 0.64 -0.92 2.80
S -0.07 1.82 0.25
C 0.12 -1.52 -2.04
N -0.43 -0.76 1.79
N 2.11 -0.02 1.04
H 3.39 1.59 1.62
V 0.32 -0.48 -0.13
H -2.27 0.13 1.41
H 2.11 2.54 -0.25
H -0.91 -1.64 1.67
C 2.32 1.35 1.56
H -0.17 1.98 2.66
H -0.59 -1.22 -2.82
H 0.79 -2.30 -2.41
O -0.48 -1.85 -0.85
H 0.79 -0.58 -1.84
H -1.82 0.19 3.12
C 2.00 -1.05 2.10
C -0.89 1.69 1.89
H -1.70 2.41 1.90
H 1.94 1.39 2.58
H 2.89 -0.26 0.43
C 1.60 2.38 0.70
C -1.43 0.28 2.10
H 0.64 -0.05 3.46



3.
27
Properties=species:S:1:pos:R:3 method="wB97M-V/def2-TZVPD" molar_mass_g_mol=161.29 homo_lumo_gap_ha=0.3628 energy_ev=-21341.9496 de_lowest_ev=2.254 total_charge=+1 spin_multiplicity=1 smiles=CS[C@H]1NC(C)(C)CC[NH2+]1
H -1.27 2.59 -2.65
C 0.22 -1.26 0.27
H -1.39 -2.54 0.55
H 0.07 3.85 -2.94
C -1.16 -1.71 -0.08
H -1.99 -0.99 0.06
H 2.14 -1.98 0.08
H -1.54 0.09 1.85
H -1.27 1.30 -0.46
H 0.49 -0.23 -1.50
C 0.40 -0.89 1.72
H -1.03 -2.04 -1.18
C 1.25 -2.41 -0.19
C -0.21 2.80 -2.74
H -0.16 0.52 3.12
H 0.22 -1.78 2.43
C -0.44 0.34 2.08
C -0.18 1.22 -0.26
S 0.63 2.67 -1.15
H 1.12 -2.76 -1.17
H 0.29 2.04 -3.50
N 0.05 1.46 1.26
H 1.11 1.55 1.39
H -0.58 2.26 1.33
H 1.47 -0.68 1.79
N 0.63 -0.16 -0.54
H 1.11 -3.26 0.42



4.
29
Properties=species:S:1:pos:R:3 method="wB97M-V/def2-TZVPD" molar_mass_g_mol=190.21 homo_lumo_gap_ha=0.3873 energy_ev=-23334.1703 total_charge=+1 spin_multiplicity=1 smiles="CN(C)[P@@](O)(CCC#N)=[N+](C)C"
H -0.30 -2.15 1.45
H 0.71 -3.31 0.53
N 0.69 -1.44 -0.30
H -3.12 1.29 -0.49
H 2.49 -0.31 0.04
H -0.58 -0.52 -2.61
H 1.51 1.28 1.69
H 0.07 2.56 -1.56
H 2.61 -1.89 -0.95
H -0.04 2.10 2.23
O -0.25 0.15 -2.06
C 0.38 1.26 1.60
H 1.41 2.83 -0.23
H -2.13 -1.70 -0.32
C 0.32 2.58 -0.53
H 2.03 -0.28 -1.69
H -3.05 0.14 -1.72
C -3.14 0.23 -0.69
C -4.42 -0.25 -0.16
H -0.12 0.44 1.92
H -0.44 3.32 -0.14
N -5.40 -0.66 0.25
C -2.07 -0.68 -0.08
H -2.18 -0.53 0.95
C 0.67 -2.23 0.85
H 1.49 -1.85 1.55
N -0.03 1.31 0.17
C 2.03 -0.98 -0.72
P -0.34 -0.18 -0.56



5.
28
Properties=species:S:1:pos:R:3 method="wB97M-V/def2-TZVPD" molar_mass_g_mol=157.24 homo_lumo_gap_ha=0.3579 energy_ev=-13484.0091 de_lowest_ev=5.122 total_charge=+1 spin_multiplicity=1
H 3.76 0.75 -0.69
H -2.03 0.04 0.74
H 1.19 0.72 2.38
H 2.84 -0.57 -0.76
H 0.79 -0.75 0.04
H -3.40 -1.43 -0.88
N 2.83 0.42 -0.72
H 0.43 -0.76 2.75
H -0.93 -2.16 -0.99
H -1.42 0.38 -0.73
H -2.98 -3.17 -0.11
C 0.33 0.19 2.20
C -1.33 -1.79 -0.04
N 0.47 1.40 0.20
N 1.07 1.81 -0.90
N 0.23 2.54 0.69
H 1.43 0.40 -2.28
H -0.99 -2.32 0.83
H -0.55 0.67 2.58
H 0.36 3.83 -0.94
C 0.21 0.06 0.66
C -2.82 -2.13 -0.12
H 2.49 1.70 -2.37
C 0.92 3.14 -0.33
H 1.87 3.65 -0.17
C -1.25 -0.30 0.07
C 2.00 1.06 -1.68
H -3.23 -1.71 0.73



6.
30
Properties=species:S:1:pos:R:3 method="wB97M-V/def2-TZVPD" molar_mass_g_mol=204.21 homo_lumo_gap_ha=0.2843 energy_ev=-24812.7444 total_charge=+2 spin_multiplicity=1
N -0.74 -0.41 0.27
H -2.28 -1.86 -0.13
H 3.72 0.95 0.36
H -0.64 2.49 -1.05
H 3.83 2.17 -1.22
N 1.74 -1.87 0.10
H -4.71 0.86 0.31
N -2.58 0.97 -0.17
H -3.58 -0.17 1.30
C -1.29 0.74 0.01
C -0.43 1.89 -0.20
H 1.15 -2.98 -1.52
C 3.38 1.93 -0.13
O 1.15 -0.22 1.96
H -2.87 1.80 -0.70
C 1.99 -2.65 -1.00
N 2.02 2.26 -0.13
H 2.17 -3.74 -0.60
H 2.90 -2.42 -1.64
H 3.97 2.59 0.55
C -3.76 0.23 0.26
H -3.93 -0.80 -0.09
C 1.04 1.43 -0.07
H 1.77 3.25 -0.33
H -0.65 2.56 0.61
H 1.11 -1.03 2.50
P 1.12 -0.46 0.42
H -1.82 -1.96 1.47
H -0.83 -2.55 0.43
C -1.39 -1.61 0.51